[1]
{"formula": "C9H16FNO2", "method": "the ωB97M-V functional and the def2-TZVPD basis", "symbols": ["C", "C", "C", "C", "C", "C", "C", "C", "C", "H", "H", "H", "H", "H", "H", "H", "H", "H", "H", "H", "H", "H", "H", "H", "H", "N", "O", "O", "F"], "coordinates": [[-3.26371, 2.75275, 1.91050], [-2.45565, 1.87247, 0.98603], [-0.01681, 1.01185, 0.75913], [-0.31464, -0.50698, 1.25558], [0.51518, -1.65038, 0.59311], [1.96000, -1.27865, -1.34702], [2.68873, -2.76497, -1.38917], [0.01942, -0.05885, -1.58138], [0.21391, 1.29206, -0.66402], [-3.96890, 3.83693, 0.83499], [-2.10629, 3.61677, 2.90878], [-4.02290, 1.93868, 2.72316], [1.02381, 1.38827, 1.27220], [-1.29403, -0.77627, 0.90664], [-0.19963, -0.56156, 2.43592], [0.08136, -2.71133, 0.66074], [1.62568, -1.93710, 0.98977], [2.37922, -0.25408, -0.93298], [1.98548, -1.23668, -2.48824], [1.98107, -3.44131, -1.97708], [2.98993, -3.14619, -0.42015], [0.37055, 0.07513, -2.51991], [-1.08072, -0.25239, -1.60202], [1.18575, 1.77442, -0.95366], [-0.70029, 1.93422, -1.00971], [0.58187, -1.35364, -0.88696], [-2.97161, 1.15732, 0.16927], [-1.10173, 1.88765, 1.28604], [3.89496, -2.60812, -1.91957]], "forces_ev_per_angstrom": [[-0.20, 2.18, 1.76], [1.41, -1.05, 0.48], [1.57, -0.51, 2.96], [1.45, 0.20, 1.38], [1.66, -0.59, -0.84], [0.82, -1.35, -1.53], [-2.21, 1.82, 2.13], [-3.08, -0.78, 6.80], [-1.77, -0.77, -4.24], [1.67, -3.10, 3.37], [-3.25, -2.17, -2.59], [2.25, 3.13, -2.91], [-2.95, -0.78, -0.43], [-0.87, 0.33, 0.40], [-0.58, 0.26, -2.54], [-0.20, 1.79, 0.29], [-2.28, 1.60, -0.70], [0.56, -2.46, -0.50], [-0.35, 0.83, 1.31], [1.07, 0.86, 0.72], [-1.13, -0.49, 0.59], [1.35, 0.00, -2.71], [0.75, 0.43, -0.23], [-1.02, -0.26, 0.68], [2.04, -0.75, 0.35], [1.06, 1.06, -2.10], [0.28, 0.16, -0.17], [-0.11, 0.16, 0.51], [2.03, 0.25, -2.23]], "lowdin_charge": [-0.059, -0.685, -0.270, -0.098, -0.184, -0.208, -0.222, -0.098, -0.132, 0.224, 0.214, 0.157, 0.186, 0.088, 0.151, 0.122, 0.139, 0.147, 0.116, 0.138, 0.092, 0.057, 0.115, 0.113, 0.142, -0.184, 0.069, -0.092, -0.038], "orbital_gap_ev": 8.20, "total_charge": 0, "e_lumo_ev": -0.233, "relative_energy_ev": 5.321}

***

[2]
{"formula": "C9H16N", "method": "the ωB97M-V functional and the def2-TZVPD basis", "symbols": ["C", "C", "C", "C", "C", "C", "C", "H", "H", "H", "H", "H", "H", "H", "H", "C", "C", "N", "H", "H", "H", "H", "H", "H", "H", "H"], "coordinates": [[0.86593, -2.22774, -0.03409], [-1.99929, -0.17326, 1.21160], [-2.46899, 0.47673, 0.06947], [-0.93240, -1.04490, 1.19120], [-0.27698, -1.29157, -0.01198], [-1.81577, 0.24768, -1.15365], [-0.71372, -0.62348, -1.17229], [-2.55168, -0.10670, 2.15721], [-3.33135, 1.08472, 0.31744], [-0.45263, -1.33275, 2.12458], [-2.24716, 0.69120, -2.04133], [1.41678, -2.31021, -0.99080], [0.43820, -3.24678, -0.05867], [-0.13534, -0.81277, -2.05503], [1.66477, -2.09937, 0.68774], [2.43192, 1.43467, 0.30243], [2.33076, 0.69111, -0.98878], [0.93730, 1.88050, 0.62249], [2.56204, 0.72211, 1.10868], [3.05127, 2.31938, 0.37578], [3.29895, 0.60918, -1.51858], [1.85036, 1.20877, -1.82401], [0.90392, 2.84139, 0.29994], [0.18425, 1.29787, 0.20295], [0.68037, 1.71431, 1.59837], [2.15274, -0.35601, -0.80017]], "forces_ev_per_angstrom": [[0.55, -1.71, -1.76], [-0.69, -0.22, 0.65], [0.45, -0.68, 0.82], [1.00, 0.71, -0.13], [-0.11, 1.11, -0.22], [-0.41, -0.08, 0.77], [-0.36, -0.08, 0.71], [0.26, 0.44, -0.38], [-0.06, 0.23, -1.09], [-0.47, -0.63, -0.08], [0.41, 0.04, -0.18], [-0.41, 0.71, 0.05], [0.35, 0.19, 0.89], [-0.13, 0.03, -0.57], [-0.36, -0.12, 0.66], [-2.47, -0.87, 0.46], [2.56, 0.06, -1.59], [0.47, -0.64, 0.07], [0.89, 0.14, 0.11], [0.00, 0.02, -0.03], [0.31, 0.24, 0.82], [-1.01, -0.28, 0.55], [-0.84, 0.19, 0.41], [0.64, 0.17, -0.86], [0.47, 0.98, 0.24], [-1.02, 0.05, -0.33]], "lowdin_charge": [-0.073, -0.106, -0.081, -0.064, -0.316, -0.063, -0.061, 0.117, 0.109, 0.123, 0.109, 0.087, 0.109, 0.110, 0.085, -0.114, -0.092, 0.194, 0.120, 0.128, 0.105, 0.103, 0.159, 0.110, 0.160, 0.043], "orbital_gap_ev": 9.52, "total_charge": 1, "e_lumo_ev": -3.214, "relative_energy_ev": 0.933}

***

[3]
{"formula": "C9H16N2", "method": "the ωB97M-V functional and the def2-TZVPD basis", "symbols": ["C", "N", "C", "C", "C", "H", "H", "H", "H", "H", "H", "H", "C", "C", "C", "N", "C", "C", "H", "H", "H", "H", "H", "H", "H", "H", "H"], "coordinates": [[1.55601, -2.53842, 0.58320], [1.72150, -1.40938, 1.13494], [1.86999, -0.18503, 0.47342], [2.60605, 0.03258, -0.58890], [2.85745, 1.45671, -1.09268], [1.56525, -2.70416, -0.44706], [1.47564, -3.46442, 1.16706], [1.47884, 0.62516, 1.08615], [3.05462, -0.84836, -1.20412], [3.76108, 1.94808, -0.66466], [3.04178, 1.46933, -2.21595], [1.94325, 2.13336, -1.12503], [-1.04357, 2.83817, 0.50244], [-1.56711, 1.65557, 1.22975], [-1.37386, 0.41798, 0.87091], [-1.02112, -0.76441, 0.65411], [-1.85392, -1.79506, 0.17908], [-2.73303, -1.40439, -0.91102], [-0.36891, 3.19072, 1.17425], [-0.60416, 2.69217, -0.44596], [-1.70201, 3.58669, 0.22895], [-2.02118, 1.74846, 2.18489], [-2.50003, -2.15424, 1.06149], [-1.17817, -2.65583, -0.09944], [-3.35539, -0.41623, -0.69203], [-2.25268, -1.20511, -1.85884], [-3.35633, -2.24997, -1.18493]], "forces_ev_per_angstrom": [[0.56, 0.57, 1.64], [-0.23, -1.20, 0.48], [-0.12, -0.64, 1.08], [1.12, -0.06, -2.29], [-0.34, 0.44, -2.19], [-0.29, 0.03, -2.08], [0.07, 0.50, 0.23], [-0.08, 0.08, -0.37], [-0.70, 1.65, 1.34], [-0.86, -0.26, 0.00], [0.18, -0.46, 1.20], [1.05, -0.79, 1.01], [-0.85, -1.38, -0.60], [-0.30, -0.76, -0.97], [0.90, -3.13, -0.68], [-0.06, 3.82, 1.59], [0.02, -2.10, 1.50], [-2.44, 1.89, -1.60], [2.37, 1.77, 1.51], [1.01, -1.09, -0.86], [-2.01, 1.58, 0.24], [-0.27, 0.39, 0.78], [1.01, 0.34, -1.11], [-0.80, 0.69, 0.20], [1.03, -2.28, -0.20], [0.74, 0.30, -0.09], [-0.70, 0.08, 0.26]], "lowdin_charge": [-0.074, -0.013, -0.237, -0.158, -0.127, 0.046, 0.072, 0.108, 0.130, 0.072, 0.073, 0.072, -0.090, -0.136, -0.101, 0.063, -0.336, -0.133, 0.045, 0.063, 0.048, 0.097, 0.145, 0.112, 0.122, 0.066, 0.068], "orbital_gap_ev": 9.25, "smiles": "C=N/C=C/C.CC=C=NCC", "total_charge": 0, "e_lumo_ev": 0.983, "relative_energy_ev": 4.503}

***

[4]
{"formula": "C9H16N2O2", "method": "the ωB97M-V functional and the def2-TZVPD basis", "symbols": ["O", "C", "C", "C", "N", "C", "O", "N", "H", "H", "H", "H", "C", "C", "C", "C", "C", "H", "H", "H", "H", "H", "H", "H", "H", "H", "H", "H", "H"], "coordinates": [[0.24734, -1.83487, -0.98908], [1.16279, -1.17748, -0.50136], [2.23638, -1.63946, 0.37456], [3.08396, -0.69935, 0.84560], [3.05825, 0.63684, 0.50476], [1.99043, 1.18966, -0.22581], [1.89315, 2.36256, -0.46372], [1.16179, 0.20328, -0.71917], [2.18270, -2.67362, 0.62504], [3.87911, -0.94151, 1.52444], [3.75941, 1.24246, 0.82795], [0.30311, 0.55307, -1.21563], [-1.91598, 1.37993, -0.38088], [-2.54011, 0.09602, 0.20305], [-3.63231, 0.54363, 1.22063], [-1.40596, -0.68708, 0.87163], [-3.28456, -0.69985, -0.89908], [-2.70869, 2.13059, -0.69103], [-1.27400, 1.86975, 0.35573], [-1.31554, 1.20482, -1.28338], [-4.16774, -0.39300, 1.47385], [-3.32733, 0.93468, 2.24547], [-4.30427, 1.24508, 0.54310], [-1.73869, -1.69004, 1.14456], [-1.10075, -0.16747, 1.72508], [-0.46411, -0.60307, 0.16571], [-2.64739, -1.18085, -1.56507], [-3.93812, -1.47395, -0.39615], [-3.96960, 0.00468, -1.40645]], "forces_ev_per_angstrom": [[1.80, -0.11, -0.15], [0.09, -0.56, -0.80], [-0.60, 1.30, -0.48], [0.17, -0.32, -0.14], [-1.81, -1.21, -0.55], [1.15, -0.89, -0.12], [-0.24, 0.26, 0.11], [-1.28, 0.90, -0.92], [0.47, -0.39, 0.37], [0.24, -0.20, 0.18], [0.73, 0.86, 0.45], [1.48, -0.44, 0.60], [-0.90, 0.74, -0.47], [0.01, 0.83, 0.32], [-0.82, -0.03, -0.81], [0.84, 0.36, -2.50], [-1.80, 0.75, 2.26], [0.83, -0.84, 0.34], [-0.03, 0.02, -0.01], [-0.24, -0.08, 0.07], [-0.25, 0.61, -0.14], [-0.04, 0.16, -1.68], [0.88, -1.20, 2.14], [0.49, -0.13, -0.24], [0.26, 0.81, 1.76], [-3.62, -0.69, 2.39], [1.21, -0.72, -1.30], [0.71, 0.66, -0.61], [0.31, -0.43, -0.07]], "lowdin_charge": [0.041, -0.487, 0.029, -0.063, 0.134, -0.494, 0.100, 0.179, 0.111, 0.122, 0.136, 0.150, -0.079, -0.651, -0.079, -0.061, -0.053, 0.098, 0.085, 0.065, 0.067, 0.094, 0.112, 0.097, 0.057, 0.058, 0.049, 0.097, 0.085], "orbital_gap_ev": 10.10, "smiles": "O=c1cc[nH]c(=O)[nH]1.CC(C)(C)C", "total_charge": 0, "e_lumo_ev": 0.484, "relative_energy_ev": 1.869}

***

[5]
{"formula": "C9H16N2O2S", "method": "the ωB97M-V functional and the def2-TZVPD basis", "symbols": ["N", "C", "N", "C", "C", "C", "C", "C", "C", "C", "C", "S", "O", "O", "H", "H", "H", "H", "H", "H", "H", "H", "H", "H", "H", "H", "H", "H", "H", "H"], "coordinates": [[-0.50361, 0.23633, -4.28706], [-1.15877, 1.10569, -3.37495], [-1.13304, 0.88037, -1.93204], [-2.08676, 0.18742, -1.23687], [-1.88108, -0.15566, 0.11310], [-0.48811, -0.14755, 0.79942], [0.05027, -1.53978, 1.05992], [1.55388, -1.47152, 1.39586], [1.74153, -0.59068, 2.55925], [1.27924, 0.83274, 2.46776], [-0.24052, 0.84777, 1.88729], [0.31664, 0.52454, -0.93586], [0.96615, 1.79327, -0.81729], [1.03335, -0.49543, -1.73526], [0.42388, 0.00242, -4.02547], [-1.11853, -0.54791, -4.61288], [-0.56460, 2.05130, -3.39851], [-2.18763, 1.28103, -3.62139], [-3.15379, -0.02524, -1.53212], [-2.64617, -0.59015, 0.67876], [-0.09923, -2.30732, 0.31489], [-0.42074, -1.76109, 2.03712], [2.04065, -1.09018, 0.48676], [2.06371, -2.44132, 1.80591], [1.34596, -1.22228, 3.40290], [2.72865, -0.58685, 2.82480], [1.36434, 1.41589, 3.45867], [1.95144, 1.29731, 1.77379], [-0.80257, 0.55073, 2.74671], [-0.37453, 1.96616, 1.69678]], "forces_ev_per_angstrom": [[-2.49, -1.08, -1.01], [2.62, 1.72, 0.37], [-0.33, -2.02, 2.45], [-1.63, -0.82, 3.90], [1.16, 0.52, -2.06], [-1.04, 0.75, -4.28], [1.14, -0.01, 1.62], [0.47, -1.21, -0.52], [-1.29, -0.46, 2.21], [-1.82, -0.09, 0.39], [2.92, 2.45, 1.03], [1.21, -0.52, -2.78], [0.30, 0.42, 0.73], [-1.04, 0.87, 1.70], [0.58, -0.56, 0.20], [1.40, 0.83, 0.68], [-0.82, -0.23, -0.46], [-0.45, 0.10, -0.25], [1.45, 0.60, -0.54], [-1.19, -0.62, 0.52], [-0.70, 0.20, -0.28], [-0.29, -0.59, -0.53], [0.37, -0.39, 0.27], [-1.27, 1.17, -1.64], [-0.42, 1.08, -0.23], [2.96, 0.16, 0.48], [-0.38, -1.00, -1.49], [0.16, 0.62, -0.55], [-0.94, -0.13, 0.42], [-0.65, -1.78, -0.36]], "lowdin_charge": [0.027, -0.288, -0.188, -0.157, -0.081, -0.381, -0.153, -0.207, -0.282, -0.149, -0.132, 0.813, -0.307, -0.334, 0.046, 0.100, 0.129, 0.120, 0.138, 0.075, 0.122, 0.136, 0.103, 0.156, 0.134, 0.077, 0.139, 0.092, 0.109, 0.144], "orbital_gap_ev": 9.01, "smiles": "NCN1C=CC2(CCCCC2)S1(=O)=O", "total_charge": 0, "e_lumo_ev": 0.753, "relative_energy_ev": 1.475}

***

[6]
{"formula": "C9H16N2O6", "method": "the ωB97M-V functional and the def2-TZVPD basis", "symbols": ["C", "C", "O", "C", "N", "C", "O", "C", "N", "C", "C", "C", "O", "O", "C", "O", "O", "H", "H", "H", "H", "H", "H", "H", "H", "H", "H", "H", "H", "H", "H", "H", "H"], "coordinates": [[2.44187, -0.90730, 2.06756], [2.65660, 0.21934, 1.06235], [3.79752, -0.01496, 0.20102], [1.59230, 0.35390, 0.05470], [1.42493, -0.84574, -0.73111], [0.24131, -1.39702, -1.12419], [0.18067, -2.29380, -1.96959], [-1.11004, -0.97706, -0.49332], [-1.06049, -0.81038, 0.94980], [-1.83870, 0.12481, -1.21448], [-3.37046, 0.13726, -1.06384], [-3.80822, 0.62722, 0.28148], [-4.22149, -0.11061, 1.15635], [-3.57217, 1.91142, 0.50464], [1.82510, 1.57578, -0.73631], [2.27144, 2.60594, -0.26075], [1.56218, 1.47992, -2.05041], [2.44142, -1.87264, 1.53267], [3.33215, -0.88762, 2.74779], [1.53746, -0.73386, 2.64480], [2.79647, 1.16188, 1.56609], [4.59447, 0.30915, 0.64351], [0.64358, 0.45708, 0.66476], [2.25259, -1.20588, -1.23182], [-1.57754, -1.92237, -0.80149], [-1.96298, -0.87685, 1.41169], [-0.45242, -1.54863, 1.35151], [-1.39113, 1.05669, -0.88961], [-1.60796, -0.08045, -2.28342], [-3.71487, -0.87583, -1.12874], [-3.87816, 0.77123, -1.79864], [-3.95580, 2.18742, 1.36378], [1.93038, 2.38194, -2.42680]], "forces_ev_per_angstrom": [[1.42, 0.09, -0.19], [1.44, -0.71, -0.09], [0.67, -0.06, 0.81], [-3.05, -0.74, 0.88], [0.37, -0.58, -0.57], [0.05, -0.13, -0.74], [0.51, 0.98, 0.77], [-0.31, -1.81, 0.07], [1.01, -0.47, 0.77], [0.47, 0.13, -1.16], [0.25, 0.50, 0.32], [0.28, -1.39, 1.30], [-0.15, 0.44, -0.41], [-0.33, 1.23, 0.01], [0.85, 2.05, -0.46], [-0.52, -0.79, -0.27], [1.04, 2.26, -0.81], [-0.22, 0.35, 0.38], [-0.85, -0.20, -0.37], [-0.08, -0.14, 0.05], [-0.12, 0.37, 0.20], [-0.19, -0.19, -0.20], [0.65, 0.25, -0.89], [-0.71, 0.34, 0.43], [-0.68, 0.14, 0.40], [-0.01, -0.05, -0.32], [-0.69, 0.64, -0.25], [-0.07, 0.50, -0.28], [-0.20, 0.57, 0.50], [-0.39, -0.48, -0.25], [0.39, -0.18, -0.17], [0.33, -0.48, -0.42], [-1.17, -2.41, 0.94]], "lowdin_charge": [-0.026, -0.382, -0.022, -0.248, 0.145, -0.415, 0.047, -0.328, 0.066, -0.130, -0.077, -0.555, 0.078, 0.121, -0.485, 0.098, 0.100, 0.090, 0.095, 0.077, 0.144, 0.108, 0.165, 0.174, 0.142, 0.073, 0.098, 0.115, 0.140, 0.121, 0.132, 0.147, 0.194], "orbital_gap_ev": 10.10, "smiles": "C[C@@H](O)[C@H](NC(=O)[C@@H](N)CCC(=O)O)C(=O)O", "total_charge": 0, "e_lumo_ev": 0.513, "relative_energy_ev": 0.849}